[1]
{
  "formula": "C4H11N3",
  "method": "ωB97M-V/def2-TZVPD",
  "homo_energy_ev": -8.2575,
  "fmax_ha_per_bohr": 0.0926,
  "relative_energy_kcal_mol": 84.5,
  "smiles": "[H]/N=C/[C@@H](C)N(C)N",
  "elements": ["N", "N", "H", "H", "H", "H", "N", "H", "C", "H", "H", "H", "H", "H", "H", "C", "C", "C"],
  "xyz": [[1.515, 0.441, 1.859], [0.098, -0.310, -0.961], [0.212, -1.635, 0.567], [2.013, -0.426, -1.375], [-2.014, -0.835, 1.604], [1.206, 1.555, -1.019], [1.211, -1.083, -1.381], [0.044, 1.097, -2.342], [-1.773, -0.623, 0.542], [-0.499, 0.986, 2.071], [1.120, -1.420, -2.329], [-2.135, 0.343, 0.027], [-2.204, -1.547, 0.145], [-0.645, 1.682, -0.810], [1.688, 1.056, 2.691], [0.193, 1.104, -1.243], [-0.287, -0.724, 0.365], [0.257, 0.339, 1.588]],
  "lowdin_charge": [0.057, -0.295, 0.111, 0.081, 0.080, 0.091, 0.035, 0.086, -0.097, 0.095, 0.071, 0.106, 0.070, 0.082, 0.051, -0.107, -0.347, -0.171]
}

=====

[2]
{
  "formula": "C26H25CoF9NO2",
  "method": "ωB97M-V/def2-TZVPD",
  "spin_multiplicity": 4,
  "charge": -1,
  "homo_energy_ev": [-2.7875, -3.6749],
  "fmax_ha_per_bohr": 0.0641,
  "elements": ["C", "C", "H", "H", "F", "C", "H", "H", "H", "H", "C", "C", "O", "F", "F", "O", "C", "C", "H", "C", "C", "F", "H", "H", "F", "C", "H", "C", "H", "H", "H", "Co", "C", "H", "C", "F", "C", "H", "H", "H", "H", "C", "C", "F", "C", "C", "H", "N", "H", "F", "C", "H", "C", "F", "C", "H", "H", "C", "C", "C", "C", "H", "C", "H"],
  "xyz": [[3.002, 0.554, -3.722], [4.284, 0.767, -1.673], [1.335, 2.227, -1.504], [0.141, 0.489, -3.172], [-5.009, 0.252, 2.771], [-0.341, 1.017, -2.358], [-0.618, 3.592, -0.237], [-1.937, 2.112, 2.438], [1.192, -2.907, 1.173], [2.630, -2.280, 3.753], [3.153, 1.924, -3.955], [-1.717, 0.967, -2.037], [1.119, -1.406, -0.995], [-4.795, 0.900, -1.362], [-4.859, 1.718, 1.169], [-3.140, -0.364, 0.674], [-1.418, 1.198, 2.165], [2.774, -0.024, 2.282], [3.984, 3.790, -3.232], [-5.268, 0.456, 1.451], [0.279, -0.431, 2.024], [-4.096, -2.938, 0.240], [2.616, 0.659, 3.132], [4.975, 2.746, -1.182], [-4.225, -1.169, -1.797], [3.876, 2.716, -3.054], [2.457, -0.093, -4.414], [-2.010, 2.038, -1.106], [2.841, 0.566, 1.358], [-2.458, 0.291, -2.449], [-2.904, -0.288, 2.911], [-1.006, 0.932, 0.156], [1.654, -1.075, 2.218], [0.768, 1.797, 1.910], [-0.943, -1.071, 2.197], [-6.271, -0.707, -1.132], [4.433, 2.138, -1.906], [2.693, 2.373, -4.843], [3.736, -0.528, 2.442], [1.433, -1.147, 4.413], [-1.097, -2.145, 2.279], [-4.806, -2.068, 0.996], [-4.461, -0.575, 0.557], [-4.444, -2.273, 2.289], [3.573, -0.025, -2.577], [-0.731, 2.658, -0.776], [4.717, 0.290, -0.793], [3.348, -1.771, -0.875], [4.008, -2.454, -0.521], [-6.607, 0.391, 1.282], [0.285, 1.968, -1.520], [2.569, -1.876, -2.835], [2.103, -1.727, -0.318], [-6.124, -2.378, 0.880], [-0.001, 1.014, 1.948], [4.347, -2.032, -2.691], [2.930, -2.623, 1.441], [3.458, -1.503, -2.320], [1.984, -2.146, 1.137], [1.646, -1.826, 3.574], [-4.964, -0.393, -0.964], [0.896, -2.628, 3.583], [-2.019, -0.122, 2.317], [-2.972, 2.451, -0.839]],
  "lowdin_charge": [-0.050, -0.047, 0.082, 0.083, 0.124, -0.134, 0.100, 0.100, 0.132, 0.074, -0.090, -0.134, 0.064, 0.125, 0.138, -0.136, -0.191, -0.056, 0.098, -0.494, -0.215, 0.142, 0.088, 0.098, 0.131, -0.106, 0.114, -0.221, 0.080, 0.083, 0.093, 0.636, -0.483, 0.100, -0.073, 0.128, -0.089, 0.105, 0.078, 0.093, 0.105, -0.490, -0.299, 0.133, -0.218, -0.226, 0.105, 0.049, 0.133, 0.138, -0.145, 0.117, -0.446, 0.125, -0.183, 0.127, 0.110, -0.137, -0.063, -0.056, -0.481, 0.078, -0.140, 0.093]
}

=====

[3]
{
  "formula": "C2H3IN2S",
  "method": "ωB97M-V/def2-TZVPD",
  "homo_energy_ev": -9.2266,
  "fmax_ha_per_bohr": 0.0676,
  "relative_energy_kcal_mol": 47.1,
  "smiles": "N#[N+][S-].C=CI",
  "elements": ["N", "S", "I", "N", "H", "H", "C", "C", "H"],
  "xyz": [[0.748, 1.846, 1.039], [-0.843, 2.658, -0.894], [-2.393, -0.841, -0.146], [0.031, 2.206, 0.257], [1.536, -1.185, 0.059], [0.531, -2.700, 0.380], [-0.293, -0.669, -0.218], [0.579, -1.571, 0.184], [0.105, 0.256, -0.660]],
  "lowdin_charge": [0.200, 0.685, 0.736, -0.812, 0.023, 0.095, -0.766, -0.126, -0.035]
}

=====

[4]
{
  "formula": "C20H19MnN3O8",
  "method": "ωB97M-V/def2-TZVPD",
  "spin_multiplicity": 6,
  "charge": -2,
  "homo_energy_ev": [-1.7323, -1.9469],
  "fmax_ha_per_bohr": 0.0150,
  "relative_energy_kcal_mol": 9.2,
  "elements": ["H", "H", "Mn", "C", "N", "C", "C", "C", "C", "H", "O", "H", "H", "C", "C", "H", "C", "H", "C", "H", "C", "H", "H", "H", "N", "C", "N", "C", "H", "O", "H", "O", "H", "C", "C", "C", "O", "O", "O", "H", "C", "C", "C", "H", "H", "H", "C", "O", "H", "C", "O"],
  "xyz": [[-5.016, 3.703, -1.840], [-2.026, 1.573, 3.082], [-0.496, 0.207, 0.647], [3.342, -4.392, -2.453], [0.468, -1.362, -2.547], [1.303, 1.415, 2.922], [-3.651, 2.633, -3.107], [-2.321, 0.953, -1.999], [2.225, 1.024, 1.772], [3.893, -4.637, -3.351], [0.566, 4.226, 0.008], [1.251, 0.566, 3.615], [1.744, 2.262, 3.488], [-1.036, 1.303, 3.468], [0.221, 3.135, 0.445], [1.339, -3.419, 0.672], [0.663, -1.899, -1.358], [-1.230, 3.367, 2.000], [-0.181, 3.063, 1.943], [4.306, -5.849, -1.228], [2.842, -4.733, -0.127], [0.414, 3.805, 2.509], [1.391, -2.110, -3.517], [-3.930, 3.167, -4.009], [-0.314, -0.221, -2.702], [-3.890, 2.275, -0.731], [-0.048, 1.726, 2.488], [1.906, -3.715, -0.196], [3.234, 0.814, 2.175], [0.164, 2.048, -0.186], [-0.899, 1.760, 4.470], [-0.755, -0.839, 2.492], [3.011, -5.256, 0.803], [-0.976, -0.247, 3.586], [-4.253, 2.931, -1.888], [3.563, -5.061, -1.265], [1.733, -0.088, 1.059], [-2.474, 0.735, 0.360], [-1.088, -0.771, 4.690], [1.462, -0.783, 1.683], [1.666, -3.020, -1.372], [-2.684, 1.638, -3.145], [-1.377, -0.170, -1.995], [-1.658, -1.011, -1.326], [-4.338, 2.528, 0.222], [-2.196, 1.369, -4.073], [2.386, -3.373, -2.533], [2.177, -2.774, -3.708], [2.316, 1.822, 1.030], [-2.882, 1.289, -0.738], [0.138, -1.607, -0.235]],
  "lowdin_charge": [0.081, 0.121, 0.893, -0.046, 0.011, -0.160, -0.145, -0.161, -0.213, 0.098, -0.016, 0.125, 0.125, -0.108, -0.680, 0.112, -0.423, 0.124, -0.097, 0.084, -0.123, 0.116, 0.062, 0.074, 0.069, -0.041, -0.214, -0.036, 0.118, -0.070, 0.120, -0.085, 0.082, -0.687, -0.141, -0.132, -0.101, -0.154, -0.018, 0.092, -0.065, -0.063, -0.153, 0.132, 0.096, 0.099, -0.299, 0.002, 0.120, -0.397, -0.129]
}

=====

Listing DFT total energy for the structures above in their given order: -8793.95654; -95037.28526; -24036.29099; -73223.66221 eV.